Entry from the OMol25 dataset: C32H37N3O2OsSSb as an isolated structure in a non-equilibrium geometry (wB97M-V/def2-TZVPD).

Properties
<S²>: 6.0283
Net charge: +1
Relative energy (zero: lowest compared OMol25 entry of this formula, charge and spin): 0.0 kcal per mole
Spin multiplicity: 5
Gap between HOMO and LUMO (spin up / spin down): 6.62 / 6.25 eV
Energy: -62180.533 eV

Last column: Löwdin spin population.
Element x y z (Å)
H  -3.370  -0.992  -2.184  0.00
H  -2.782  -4.598  -4.425  0.00
C  -0.987  2.768  -1.867  0.02
C  2.711  -1.014  -2.296  0.03
O  -0.444  -1.609  -0.060  0.14
H  -0.579  -4.149  -0.006  0.00
H  4.086  1.719  0.325  0.00
H  0.351  0.450  4.038  0.00
C  -1.507  -4.126  0.557  0.00
C  -0.655  3.931  -2.561  0.01
N  -1.892  0.460  -0.251  0.03
C  -3.218  -5.363  1.746  0.00
Sb  1.733  0.989  1.181  0.14
C  -3.290  -2.751  -3.366  0.02
H  0.283  4.080  -3.046  0.00
H  -4.172  3.698  -0.946  0.00
C  -1.508  5.005  -2.559  0.01
C  -3.825  -4.204  2.153  0.00
H  -1.315  5.881  -3.151  0.00
C  3.484  3.500  1.223  0.00
H  -0.848  2.640  1.408  0.00
C  3.268  -2.020  -2.998  -0.01
N  -1.455  -1.424  -2.624  0.10
H  4.326  -2.209  -3.126  0.00
C  2.532  -1.767  2.320  0.00
C  -2.238  2.660  -1.229  0.02
C  -0.613  -2.274  -3.158  0.00
H  3.833  3.253  2.212  0.00
C  0.818  1.435  4.138  0.00
H  -3.588  -6.317  2.061  0.00
C  0.814  2.109  2.787  0.05
H  -3.695  1.406  -0.096  0.00
C  3.144  -0.414  2.030  0.03
O  -0.090  1.782  -1.905  0.25
H  1.803  -1.635  3.108  0.00
H  -1.225  1.272  2.462  0.00
H  1.310  3.090  2.834  0.00
C  3.170  2.273  0.343  0.02
S  2.092  -2.973  -3.751  0.03
C  -3.375  -2.991  1.646  0.00
H  3.268  -2.560  2.586  0.00
C  -3.132  3.780  -1.286  0.01
C  -1.731  -1.648  0.400  0.01
C  -2.743  -1.652  -2.712  0.01
H  2.689  2.137  -1.765  0.00
C  -2.052  -5.364  0.954  0.00
H  -4.369  -2.938  -3.420  0.00
C  2.846  2.833  -0.999  0.00
H  1.787  1.418  4.664  0.00
H  3.247  -0.284  -1.670  0.00
H  4.205  4.108  0.761  0.00
H  -3.907  -2.112  1.975  0.00
H  -1.620  -6.282  0.763  0.00
H  2.544  3.996  1.301  0.00
H  1.960  -2.139  1.453  0.00
N  -2.521  -0.637  0.297  0.00
C  -2.662  1.466  -0.521  0.07
H  0.234  1.960  4.877  0.00
C  0.845  -2.030  -3.057  0.07
H  -0.436  -4.143  -4.133  0.00
C  1.300  -1.008  -2.290  0.05
C  3.888  0.258  3.223  0.01
H  4.269  1.237  2.948  0.00
H  4.768  -0.369  3.446  0.00
H  -4.750  -4.285  2.707  0.00
H  3.726  3.403  -1.303  0.00
C  -2.426  -3.672  -3.980  0.00
H  -1.257  2.875  3.038  0.00
H  -3.386  5.830  -2.028  0.00
H  1.992  3.502  -0.950  0.00
H  3.278  0.401  4.141  0.00
H  3.776  -0.485  1.103  0.00
C  -2.776  4.943  -1.933  0.01
C  -1.095  -3.394  -3.824  0.01
C  -2.175  -2.961  0.914  0.00
C  -0.670  2.196  2.414  0.00
Os  -0.005  0.049  -1.059  2.81

=====

Entry from the OMol25 dataset: C32H38BrClF5GeO3RuSe2 as an isolated structure in a non-equilibrium geometry (wB97M-V/def2-TZVPD).

Properties
<S²>: 0.7580
Relative energy (zero: lowest compared OMol25 entry of this formula, charge and spin): 0.0 kcal per mole
Spin multiplicity: 2
Gap between HOMO and LUMO (spin up / spin down): 7.05 / 6.70 eV
Energy: -325885.950 eV

Last column: Löwdin spin population.
Element x y z (Å)
H  8.145  1.996  0.298  0.00
C  2.162  1.259  -1.107  0.00
H  3.125  1.966  -4.448  0.00
C  -2.907  -0.841  5.260  0.00
H  1.306  4.723  -1.671  0.00
Se  -1.411  0.459  1.971  0.00
H  -0.176  -1.150  7.299  0.00
C  -2.574  -1.239  -1.420  0.00
H  0.335  3.284  -4.174  0.00
H  -1.945  -3.947  0.603  0.00
H  7.196  1.152  -0.936  0.00
Cl  -6.120  -3.969  -2.269  0.00
H  -0.592  -2.317  3.024  0.00
C  1.943  4.616  -2.551  0.00
H  -3.541  0.120  -2.764  0.00
H  2.527  3.527  -5.028  0.00
C  4.000  2.808  -1.380  0.00
O  -0.640  -2.456  0.442  0.00
H  -5.456  -1.371  -3.230  0.00
Ge  -0.991  -0.664  4.937  0.00
O  0.977  0.773  -1.445  0.02
Se  1.110  -2.280  -2.105  0.10
C  2.407  -0.315  -5.556  0.00
C  2.950  0.719  -0.088  0.00
H  -0.279  2.625  1.337  0.00
F  -1.220  -1.155  -3.888  0.00
C  -4.675  -1.679  -2.548  0.00
C  7.151  1.619  0.050  0.00
C  2.342  -1.009  -4.363  0.00
H  -0.033  2.718  -2.534  0.00
H  -0.610  -3.162  4.579  0.00
C  1.132  -1.303  -3.750  0.01
H  7.006  3.723  1.804  0.00
H  3.970  3.452  -4.013  0.00
C  -2.671  -2.512  -0.814  0.01
H  5.315  4.163  1.515  0.00
C  -0.040  -0.319  6.606  0.00
H  -1.219  1.752  4.108  0.00
Ru  0.194  -0.811  -0.548  0.78
H  4.709  0.667  1.112  0.00
H  -2.032  2.887  1.564  0.00
C  -1.274  2.222  1.160  0.00
F  3.587  -0.034  -6.114  0.00
H  0.363  1.092  3.649  0.00
C  -3.616  -0.849  -2.291  0.00
C  4.759  2.243  -0.360  0.00
C  6.131  2.766  0.061  0.00
C  1.242  0.101  -6.173  0.00
C  2.984  3.014  -4.178  0.00
H  -1.425  2.085  0.091  0.00
H  -3.284  0.031  5.794  0.00
H  0.817  -2.244  4.086  0.00
C  -0.019  -0.885  -4.399  0.00
H  -3.114  -1.727  5.860  0.00
H  -3.844  -4.317  -0.602  0.00
H  -3.446  -0.925  4.316  0.00
H  1.028  -0.195  6.423  0.00
F  -1.107  0.209  -6.183  0.00
C  6.034  3.343  1.480  0.00
F  3.493  -1.382  -3.801  0.00
C  -4.758  -2.940  -1.935  0.00
H  5.988  4.742  -0.856  0.00
C  2.078  3.134  -2.941  0.00
C  0.021  -0.190  -5.594  0.00
Br  2.205  -0.749  0.906  0.02
H  7.631  4.181  -0.559  0.00
H  4.415  3.649  -1.915  0.00
H  6.900  0.846  0.778  0.00
O  -1.627  -0.381  -1.170  0.05
H  5.714  2.584  2.196  0.00
C  6.636  3.863  -0.875  0.00
C  2.739  2.367  -1.778  0.00
F  1.297  0.778  -7.316  0.00
C  4.193  1.164  0.301  0.00
C  0.683  2.653  -3.352  0.00
H  0.700  1.621  -3.693  0.00
C  -1.706  -2.994  0.113  0.00
C  -0.702  0.870  3.730  0.00
H  -0.412  0.589  7.082  0.00
H  2.906  5.077  -2.330  0.00
H  1.487  5.174  -3.372  0.00
C  -3.778  -3.348  -1.081  0.00
C  -0.274  -2.260  4.066  0.00
H  6.709  3.509  -1.906  0.00

=====

Entry from the OMol25 dataset: C32H38CdCl2N8O7S4 as an isolated structure in a non-equilibrium geometry (wB97M-V/def2-TZVPD).

Properties
Net charge: -2
Relative energy (zero: lowest compared OMol25 entry of this formula, charge and spin): 549.9 kcal per mole
Gap between HOMO and LUMO: 3.83 eV
Energy: -132984.843 eV

Last column: Mulliken charge in e.
Element x y z (Å)
N  -2.495  -1.277  -1.856  -0.82
C  -4.296  1.922  -2.985  0.71
H  5.907  -4.812  4.213  0.37
C  3.251  -3.461  2.598  -0.15
S  -1.564  -2.284  -2.424  0.36
H  -5.603  3.097  -1.611  0.25
Cd  -1.824  0.011  -0.342  2.59
H  -5.590  -3.278  0.940  0.35
H  7.986  2.791  -2.136  0.36
S  1.930  -1.095  -2.275  -0.25
H  3.979  -1.042  4.845  0.37
C  4.054  -1.979  4.305  -0.16
H  -2.170  -0.492  2.862  0.25
O  -0.289  3.154  1.239  -0.75
C  3.512  1.478  -1.911  -1.85
H  -4.086  -0.099  -2.603  0.23
H  2.544  -3.670  1.803  0.39
C  7.682  0.738  -2.674  -0.36
C  5.136  -4.096  3.954  -0.33
N  -4.744  0.664  -2.536  -0.64
H  -5.189  0.687  -1.630  0.23
Cl  -4.179  6.255  -6.603  -0.34
C  7.264  1.994  -2.268  -0.61
C  -4.253  -1.078  1.326  -0.95
C  5.041  -2.898  4.643  -0.67
O  -0.105  3.723  -1.890  -0.48
O  0.003  1.060  0.054  -0.90
H  -5.608  5.053  -5.225  0.34
H  3.344  0.910  2.584  0.41
N  -3.067  -2.257  3.597  0.10
N  2.423  -0.651  1.583  0.55
O  -2.006  2.588  -1.206  -0.40
H  3.330  2.536  -1.713  0.53
C  3.154  -2.248  3.282  0.29
H  1.133  -1.713  2.785  -0.29
C  2.105  -1.238  2.881  -0.92
C  5.399  -0.029  -2.628  -0.19
H  -4.749  5.209  -2.261  0.29
H  -4.182  -0.024  1.601  0.26
H  -3.771  -4.202  3.913  0.36
C  2.274  -0.349  -0.841  -0.48
H  -5.016  -2.209  4.358  0.34
H  -5.724  -3.746  2.651  0.34
O  -2.012  1.369  1.378  -0.82
C  -2.457  5.618  -3.676  -0.47
C  -4.392  4.420  -2.931  -1.01
H  -4.722  -1.171  0.344  0.29
H  -4.342  -0.630  3.887  0.37
H  4.303  -5.313  2.393  0.39
H  -2.818  4.795  -5.248  0.25
H  -2.166  -4.089  3.152  0.30
H  2.019  -0.430  3.603  0.70
C  -2.272  -1.542  2.591  -1.13
H  2.320  1.994  0.724  0.00
N  -3.789  -3.805  1.862  -0.01
H  -1.748  6.394  -3.495  0.45
O  0.134  1.124  2.494  -0.61
O  -2.190  -3.307  -3.266  -0.60
C  -3.168  -3.656  3.181  -0.67
C  -5.121  -3.198  1.922  -0.76
H  5.737  -2.673  5.442  0.37
C  -4.895  3.149  -2.425  -0.67
C  3.433  0.403  1.624  -0.79
H  4.080  2.072  0.471  0.60
C  1.760  -0.965  0.473  0.57
C  6.744  -0.273  -2.857  -0.69
H  5.591  3.221  -1.715  0.36
H  2.893  1.164  -2.749  0.66
C  -1.055  3.163  -1.538  0.90
N  -2.890  -1.635  1.250  1.11
Cl  -3.494  4.650  -4.172  -0.20
N  -5.076  -1.786  2.310  0.07
C  4.972  1.231  -2.209  0.61
H  -3.446  -3.144  -0.100  0.33
C  -3.132  3.225  -4.340  0.40
S  -0.539  1.731  1.348  0.84
H  7.062  -1.253  -3.188  0.38
H  -2.699  1.063  -4.565  0.40
C  5.915  2.236  -2.034  -0.26
C  -2.987  -3.055  0.886  -0.87
C  -4.541  5.196  -5.147  -0.28
H  4.663  -0.810  -2.771  0.36
S  0.560  -2.139  0.429  -0.24
C  4.236  -4.376  2.932  -0.72
C  3.216  1.411  0.530  -0.73
H  -1.282  -1.994  2.544  0.28
H  4.428  -0.051  1.545  0.34
H  -1.983  -3.480  0.845  0.08
N  3.085  0.717  -0.740  0.62
C  -3.196  1.925  -4.151  -0.96
H  8.733  0.545  -2.855  0.36
C  -4.413  -1.683  3.612  -0.66